(1)
# C26H19NO3PSSeTc

A molecular structure, C26H19NO3PSSeTc at a distorted geometry (wB97M-V/def2-TZVPD, the Open Molecules 2025 dataset).

CARTESIAN COORDINATES (ANGSTROEM)
1 Tc 0.62 -0.49 -1.88
2 O 2.72 -0.01 -1.58
3 S 3.08 -1.26 -0.85
4 O 4.37 -1.78 -1.17
5 O 1.94 -2.20 -1.01
6 C 3.09 -0.81 0.87
7 C 4.32 -0.76 1.51
8 C 4.39 -0.42 2.85
9 C 3.22 -0.13 3.55
10 C 2.00 -0.18 2.90
11 C 1.90 -0.52 1.56
12 P 0.27 -0.55 0.68
13 C -0.49 -2.07 1.33
14 C 0.28 -3.13 1.81
15 C -0.33 -4.31 2.20
16 C -1.70 -4.45 2.10
17 C -2.47 -3.42 1.60
18 C -1.87 -2.23 1.21
19 C -0.67 0.79 1.49
20 C -0.75 1.99 0.79
21 C -1.41 3.08 1.34
22 C -2.01 2.97 2.58
23 C -1.95 1.77 3.28
24 C -1.29 0.68 2.73
25 H 5.21 -1.00 0.94
26 H 5.35 -0.37 3.35
27 H 3.27 0.13 4.60
28 H 1.10 0.05 3.46
29 H 1.36 -3.03 1.87
30 H 0.28 -5.13 2.57
31 H -2.17 -5.38 2.39
32 H -3.54 -3.54 1.47
33 H -2.47 -1.44 0.77
34 H -0.30 2.06 -0.20
35 H -1.47 4.01 0.78
36 H -2.53 3.82 3.01
37 H -2.43 1.68 4.24
38 H -1.28 -0.26 3.26
39 C -0.01 0.81 -2.96
40 C -0.49 1.79 -3.81
41 C 0.01 1.94 -5.14
42 C -0.46 2.93 -5.97
43 C -1.44 3.83 -5.54
44 C -1.95 3.70 -4.25
45 C -1.50 2.71 -3.40
46 H 0.78 1.25 -5.48
47 H -0.05 3.02 -6.97
48 H -1.81 4.61 -6.20
49 H -2.72 4.38 -3.90
50 H -1.91 2.62 -2.40
51 Se -3.18 -3.66 -2.16
52 C -1.87 -2.44 -2.12
53 N -1.04 -1.63 -2.10

Computed properties:
HOMO-LUMO gap (spin up / spin down) in eV: 4.74 / 6.51
Relative energy (zero: lowest compared OMol25 entry of this formula, charge and spin) in kcal/mol: 4.21
Total charge: -1
Spin multiplicity: 4
Lowest unoccupied orbital energy (spin up / spin down) in Ha: 0.088 / 0.084

Charges per atom according to Löwdin partitioning, unit e: 1.06 -0.45 0.46 -0.28 -0.43 -0.27 -0.05 -0.07 -0.07 -0.07 -0.31 1.06 -0.36 -0.08 -0.08 -0.09 -0.10 -0.12 -0.35 -0.09 -0.08 -0.09 -0.09 -0.11 0.11 0.10 0.10 0.10 0.10 0.10 0.10 0.10 0.11 0.08 0.10 0.10 0.10 0.11 -0.21 -0.36 -0.08 -0.14 -0.14 -0.14 -0.09 0.10 0.09 0.08 0.09 0.09 0.41 -0.92 -0.13

***

(2)
# C26H20BBrCl52F2NO5P2S

14 unconnected molecules or ions with the total composition C26H20BBrCl52F2NO5P2S at a distorted geometry (wB97M-V/def2-TZVPD, the Open Molecules 2025 dataset).

CARTESIAN COORDINATES (ANGSTROEM)
1 C -0.52 2.45 -3.62
2 C -0.26 1.01 -4.28
3 F -0.97 1.01 -5.57
4 C -0.84 -0.23 -3.46
5 C -0.25 -0.42 -1.98
6 C -1.32 -1.46 -1.31
7 C -1.44 -2.86 -2.07
8 F -1.55 -3.91 -1.07
9 O -0.36 0.69 -1.03
10 B 0.74 0.80 -0.04
11 P 1.42 2.61 0.31
12 C 3.33 2.52 0.14
13 O 0.78 3.74 -0.85
14 P 0.42 0.19 1.77
15 O -1.00 0.85 2.47
16 O 0.33 -1.50 1.96
17 S 1.91 0.84 2.89
18 O 1.85 0.17 -0.81
19 C 1.30 -0.79 -1.75
20 Br 1.78 -2.54 -0.86
21 C 2.36 -0.73 -2.94
22 C 3.23 0.51 -3.31
23 C 4.26 0.35 -4.46
24 N 4.51 -0.81 -5.25
25 C 3.68 -1.92 -4.93
26 C 2.60 -2.01 -3.83
27 H 0.50 2.83 -3.25
28 H -1.24 2.37 -2.74
29 H -0.91 3.20 -4.39
30 H 0.85 0.94 -4.54
31 H -0.55 -1.18 -4.05
32 H -1.98 -0.17 -3.45
33 H -1.07 -1.63 -0.21
34 H -2.35 -0.94 -1.32
35 H -2.39 -2.92 -2.70
36 H -0.54 -3.02 -2.78
37 H 3.67 1.52 0.58
38 H 3.75 3.37 0.78
39 H 3.62 2.66 -0.96
40 H 1.49 4.00 -1.47
41 H -1.01 1.82 2.30
42 H -0.49 -1.76 2.46
43 H 3.13 1.49 -2.75
44 H 4.91 1.27 -4.68
45 H 3.86 -2.89 -5.54
46 H 2.03 -2.99 -3.68
47 C -0.84 3.62 5.54
48 Cl -1.80 4.77 6.50
49 Cl -0.66 4.24 3.88
50 Cl 0.77 3.43 6.28
51 Cl -1.66 2.05 5.50
52 C 2.31 -1.62 -9.04
53 Cl 2.30 0.03 -9.69
54 Cl 0.78 -2.43 -9.46
55 Cl 3.67 -2.53 -9.75
56 Cl 2.50 -1.57 -7.28
57 C 6.66 4.48 -1.49
58 Cl 8.13 5.19 -2.20
59 Cl 7.04 3.77 0.09
60 Cl 5.44 5.76 -1.28
61 Cl 6.02 3.23 -2.57
62 C -1.45 5.69 10.56
63 Cl -0.65 6.72 11.76
64 Cl -2.55 6.68 9.57
65 Cl -0.23 4.94 9.51
66 Cl -2.38 4.43 11.39
67 C -4.73 -4.69 0.18
68 Cl -4.21 -6.25 -0.51
69 Cl -3.41 -3.99 1.12
70 Cl -5.18 -3.59 -1.14
71 Cl -6.14 -4.95 1.23
72 C -4.69 7.25 5.17
73 Cl -3.52 7.46 3.85
74 Cl -5.64 8.74 5.36
75 Cl -5.78 5.90 4.80
76 Cl -3.82 6.91 6.68
77 C 2.24 8.38 8.80
78 Cl 3.71 9.07 8.09
79 Cl 2.63 7.66 10.38
80 Cl 1.03 9.65 9.01
81 Cl 1.60 7.12 7.72
82 C -4.35 4.43 14.90
83 Cl -5.69 4.48 13.74
84 Cl -3.43 2.92 14.68
85 Cl -3.27 5.82 14.61
86 Cl -4.99 4.51 16.55
87 C 4.41 5.76 3.20
88 Cl 4.98 7.25 2.40
89 Cl 3.19 4.98 2.18
90 Cl 5.78 4.66 3.44
91 Cl 3.70 6.18 4.78
92 C 3.56 -6.35 -8.62
93 Cl 3.79 -7.90 -7.80
94 Cl 4.98 -5.99 -9.62
95 Cl 2.12 -6.43 -9.66
96 Cl 3.34 -5.06 -7.42
97 C -7.40 -5.12 5.25
98 Cl -6.93 -3.42 5.08
99 Cl -8.59 -5.28 6.55
100 Cl -8.11 -5.69 3.72
101 Cl -5.97 -6.10 5.63
102 C -0.71 -9.39 -9.33
103 Cl -1.32 -7.74 -9.55
104 Cl 1.04 -9.34 -9.02
105 Cl -1.53 -10.15 -7.95
106 Cl -1.02 -10.34 -10.80
107 C -3.26 -13.75 -7.84
108 Cl -3.72 -12.80 -6.40
109 Cl -4.18 -15.27 -7.85
110 Cl -3.62 -12.82 -9.30
111 Cl -1.52 -14.11 -7.78

Computed properties:
HOMO-LUMO gap in eV: 5.29
Total charge: -1
Lowest unoccupied orbital energy in Ha: 0.037

Löwdin atomic charge list, values in e, 99 entries: -0.04 -0.27 -0.12 -0.05 -0.32 -0.11 -0.18 -0.19 -0.07 -1.08 0.86 -0.33 -0.39 0.39 -0.32 -0.31 0.22 -0.17 -0.57 0.82 -0.12 0.03 -0.12 -0.03 -0.27 -0.04 0.07 0.09 0.09 0.12 0.13 0.14 0.10 0.13 0.11 0.10 0.04 -0.08 0.00 0.03 0.02 0.07 0.08 0.08 0.05 0.08 -1.99 0.44 0.53 0.50 0.54 -1.99 0.52 0.50 0.49 0.60 -2.02 0.51 0.52 0.51 0.52 -1.99 0.50 0.49 0.49 0.51 -2.01 0.52 0.55 0.52 0.48 -2.01 0.53 0.51 0.52 0.44 -2.02 0.52 0.50 0.51 0.49 -2.03 0.51 0.51 0.50 0.51 -2.00 0.50 0.56 0.51 0.49 -2.00 0.51 0.51 0.48 0.52 -2.03 0.52 0.51

***

(3)
# C26H20Br2F6N4O3Os

A molecular structure, C26H20Br2F6N4O3Os at a distorted geometry (wB97M-V/def2-TZVPD, the Open Molecules 2025 dataset).

CARTESIAN COORDINATES (ANGSTROEM)
1 Os 0.06 1.36 -0.11
2 Br -3.25 3.79 2.85
3 C -1.52 4.12 2.15
4 C -1.18 5.48 1.74
5 C -0.10 5.90 1.08
6 Br 0.13 7.71 0.64
7 C 1.00 4.98 0.73
8 C 2.32 5.09 1.23
9 C 3.21 4.05 1.12
10 C 2.76 2.83 0.61
11 N 1.54 2.74 0.10
12 C 0.77 3.83 0.03
13 C -0.84 3.02 2.04
14 O -0.27 1.98 1.92
15 H -1.93 6.21 2.00
16 H 2.61 6.01 1.74
17 H 4.21 4.13 1.50
18 H 3.34 1.92 0.65
19 C -0.38 5.22 -2.32
20 C -0.64 3.77 -1.99
21 O -0.42 3.45 -0.58
22 C -2.14 3.42 -2.17
23 F -2.84 4.12 -1.28
24 F -2.54 3.71 -3.39
25 F -2.35 2.12 -1.93
26 C 0.27 2.86 -2.89
27 F 0.26 1.48 -2.53
28 F -0.10 2.86 -4.14
29 F 1.54 3.22 -2.78
30 H -1.03 5.85 -1.72
31 H -0.60 5.39 -3.37
32 H 0.67 5.48 -2.14
33 C -3.54 -5.74 2.06
34 C -2.25 -5.72 1.28
35 C -2.16 -5.12 0.03
36 C -0.98 -5.12 -0.70
37 C 0.16 -5.70 -0.17
38 N 1.39 -5.74 -0.88
39 C 1.87 -4.85 -1.80
40 O 2.62 -5.14 -2.69
41 N 1.43 -3.51 -1.68
42 C 1.31 -2.72 -0.56
43 C 1.61 -3.13 0.75
44 C 1.45 -2.24 1.79
45 C 1.03 -0.95 1.54
46 N 0.77 -0.53 0.29
47 C 0.90 -1.40 -0.73
48 C 0.09 -6.31 1.08
49 C -1.10 -6.33 1.78
50 H -4.37 -5.39 1.46
51 H -3.47 -5.10 2.95
52 H -3.77 -6.75 2.41
53 H -3.05 -4.67 -0.40
54 H -0.96 -4.68 -1.69
55 H 1.81 -6.65 -1.00
56 H 1.60 -3.02 -2.55
57 H 1.97 -4.13 0.94
58 H 1.67 -2.54 2.81
59 H 0.90 -0.22 2.34
60 H 0.70 -1.03 -1.72
61 H 0.97 -6.79 1.49
62 H -1.14 -6.83 2.75

Computed properties:
HOMO-LUMO gap in eV: 5.67
Relative energy (zero: lowest compared OMol25 entry of this formula, charge and spin) in kcal/mol: 75.11
Total charge: +2
Lowest unoccupied orbital energy in Ha: -0.260

Charges per atom according to Löwdin partitioning, unit e: 1.36 0.93 -0.61 -0.13 -0.64 0.89 -0.17 0.06 0.03 -0.02 -0.02 -0.32 -0.22 0.02 0.11 0.14 0.14 0.14 0.06 -0.24 -0.11 -0.58 0.20 0.22 0.16 -0.51 0.03 0.25 0.21 0.11 0.13 0.11 -0.04 -0.27 -0.03 -0.02 -0.27 0.14 -0.51 0.12 0.14 -0.20 0.05 0.00 -0.12 -0.15 -0.05 -0.02 -0.03 0.08 0.08 0.09 0.11 0.12 0.17 0.16 0.12 0.13 0.11 0.12 0.12 0.12

***

(4)
# C26H20BrClN4O4PdSSe

A molecular structure, C26H20BrClN4O4PdSSe (wB97M-V/def2-TZVPD, the Open Molecules 2025 dataset).

CARTESIAN COORDINATES (ANGSTROEM)
1 Pd -0.19 0.70 0.08
2 C -2.99 -5.01 -2.83
3 C -1.87 -4.28 -2.18
4 C -0.73 -4.85 -1.67
5 C 0.23 -4.03 -1.08
6 N 0.07 -2.70 -1.01
7 C -1.01 -2.17 -1.50
8 S -1.30 -0.44 -1.56
9 N -1.99 -2.93 -2.05
10 C 1.49 -4.58 -0.50
11 H -2.79 -6.08 -2.83
12 H -3.11 -4.68 -3.86
13 H -3.93 -4.83 -2.31
14 H -0.59 -5.92 -1.74
15 H -2.83 -2.48 -2.40
16 H 1.52 -5.66 -0.54
17 H 1.59 -4.23 0.53
18 H 2.34 -4.17 -1.06
19 Br -0.91 5.16 2.70
20 C -1.39 5.47 0.91
21 C -1.81 6.75 0.59
22 C -2.22 7.05 -0.70
23 C -2.22 6.07 -1.69
24 C -1.81 4.79 -1.37
25 C -1.38 4.47 -0.08
26 C -0.94 3.10 0.16
27 O -0.26 2.68 1.13
28 O -1.25 2.18 -0.73
29 H -1.83 7.51 1.36
30 H -2.54 8.05 -0.94
31 H -2.53 6.31 -2.70
32 H -1.80 4.02 -2.13
33 Cl 7.23 -1.44 -2.95
34 C 5.69 -1.03 -2.32
35 C 5.27 -1.61 -1.13
36 C 4.03 -1.28 -0.62
37 C 3.22 -0.37 -1.31
38 C 3.65 0.21 -2.50
39 C 4.89 -0.12 -3.01
40 C 1.93 -0.02 -0.76
41 O 1.39 -0.59 0.24
42 O 1.20 0.94 -1.27
43 H 5.92 -2.30 -0.61
44 H 3.69 -1.71 0.31
45 H 3.02 0.92 -3.02
46 H 5.25 0.32 -3.93
47 Se -2.21 -1.52 1.54
48 N -1.32 0.04 1.73
49 C -1.23 0.31 3.04
50 C -0.56 1.38 3.71
51 C -0.61 1.44 5.06
52 C -1.30 0.47 5.87
53 C -1.93 -0.57 5.30
54 C -1.89 -0.69 3.87
55 N -2.45 -1.71 3.25
56 H -0.04 2.14 3.16
57 H -0.11 2.26 5.56
58 H -1.30 0.59 6.95
59 H -2.45 -1.34 5.86

Computed properties:
HOMO-LUMO gap in eV: 5.03
Relative energy (zero: lowest compared OMol25 entry of this formula, charge and spin) in kcal/mol: 0.00
Total charge: +2
Lowest unoccupied orbital energy in Ha: -0.317

Charges per atom according to Löwdin partitioning, unit e: 1.15 0.02 -0.21 0.08 -0.24 0.14 -0.71 0.87 0.13 0.01 0.10 0.11 0.11 0.14 0.17 0.10 0.11 0.10 0.87 -0.58 -0.10 -0.03 -0.04 0.00 -0.17 -0.48 -0.07 -0.15 0.11 0.12 0.12 0.12 0.76 -0.64 -0.07 0.00 -0.15 0.02 -0.07 -0.51 -0.06 -0.09 0.12 0.13 0.13 0.12 1.18 -0.33 -0.28 -0.02 -0.02 -0.03 0.01 -0.35 -0.20 0.07 0.12 0.12 0.13

***

(5)
# C26H20BrN2O3Pt

A molecular structure, C26H20BrN2O3Pt at a distorted geometry (wB97M-V/def2-TZVPD, the Open Molecules 2025 dataset).

CARTESIAN COORDINATES (ANGSTROEM)
1 Pt 0.10 0.07 -0.03
2 Br 5.89 -4.67 0.00
3 C 4.74 -3.17 0.00
4 C 5.26 -1.88 0.00
5 C 4.43 -0.78 0.00
6 C 3.02 -0.93 0.00
7 C 2.53 -2.25 0.00
8 C 3.36 -3.35 0.00
9 N 2.14 0.12 0.00
10 C 2.58 1.41 0.00
11 C 1.64 2.43 0.01
12 C 1.94 3.82 0.01
13 C 0.92 4.73 0.00
14 C -0.42 4.27 0.00
15 C -0.65 2.91 0.01
16 N 0.33 2.00 0.01
17 H 6.33 -1.74 0.00
18 H 4.89 0.19 0.00
19 H 1.47 -2.42 0.00
20 H 2.94 -4.35 0.00
21 H 3.63 1.65 0.00
22 H 2.97 4.12 0.00
23 H 1.12 5.78 0.00
24 H -1.24 4.96 0.00
25 H -1.67 2.53 -0.01
26 O -2.15 -0.05 -0.05
27 C -2.74 -1.37 -0.07
28 C -1.51 -2.42 -0.11
29 O -1.79 -3.59 -0.13
30 O -0.37 -1.89 -0.09
31 C -3.56 -1.57 1.20
32 C -3.45 -2.68 2.03
33 C -4.18 -2.75 3.20
34 C -5.04 -1.72 3.56
35 C -5.20 -0.64 2.71
36 C -4.46 -0.56 1.54
37 C -3.54 -1.55 -1.34
38 C -3.87 -2.81 -1.84
39 C -4.62 -2.94 -2.99
40 C -5.07 -1.81 -3.66
41 C -4.78 -0.55 -3.15
42 C -4.01 -0.42 -2.02
43 H -2.60 0.46 0.65
44 H -2.79 -3.49 1.78
45 H -4.08 -3.61 3.84
46 H -5.59 -1.77 4.48
47 H -5.90 0.14 2.95
48 H -4.64 0.27 0.87
49 H -3.51 -3.70 -1.34
50 H -4.83 -3.92 -3.39
51 H -5.63 -1.91 -4.58
52 H -5.16 0.33 -3.64
53 H -3.79 0.56 -1.64

Computed properties:
HOMO-LUMO gap (spin up / spin down) in eV: 5.68 / 5.68
Total charge: +1
Lowest unoccupied orbital energy (spin up / spin down) in Ha: -0.200 / -0.200

Charges per atom according to Löwdin partitioning, unit e: 1.30 0.80 -0.65 -0.10 0.00 -0.25 0.01 -0.09 -0.03 -0.01 -0.23 0.03 -0.01 0.00 -0.08 -0.11 0.11 0.10 0.08 0.12 0.13 0.13 0.13 0.12 0.12 -0.13 -0.28 -0.57 0.09 -0.19 -0.13 0.00 -0.05 -0.07 -0.07 -0.04 -0.13 -0.01 -0.06 -0.07 -0.08 -0.04 0.10 0.11 0.11 0.11 0.11 0.12 0.11 0.11 0.11 0.11 0.10

***

(6)
# C26H20Cl5IrN8O2

A molecular structure, C26H20Cl5IrN8O2 (wB97M-V/def2-TZVPD, the Open Molecules 2025 dataset).

CARTESIAN COORDINATES (ANGSTROEM)
1 Ir 0.42 0.56 0.63
2 O 2.43 -5.22 -2.42
3 C 1.06 -4.90 -2.46
4 C 0.85 -3.64 -1.68
5 C -0.42 -3.11 -1.48
6 C -0.57 -1.93 -0.79
7 N 0.48 -1.28 -0.27
8 C 1.72 -1.82 -0.39
9 C 1.94 -2.97 -1.10
10 C 2.72 -1.13 0.45
11 C 4.00 -1.60 0.67
12 C 4.81 -0.99 1.61
13 C 6.21 -1.48 1.87
14 O 6.48 -2.50 0.94
15 C 4.28 0.08 2.34
16 C 3.01 0.52 2.07
17 N 2.25 -0.06 1.12
18 H 2.59 -6.03 -2.91
19 H 0.44 -5.69 -2.02
20 H 0.70 -4.73 -3.48
21 H -1.30 -3.61 -1.87
22 H -1.54 -1.48 -0.65
23 H 2.93 -3.39 -1.20
24 H 4.39 -2.45 0.12
25 H 6.26 -1.84 2.90
26 H 6.90 -0.64 1.78
27 H 7.37 -2.84 1.08
28 H 4.86 0.57 3.12
29 H 2.56 1.35 2.60
30 Cl 3.63 1.73 -1.04
31 C 2.10 1.83 -1.80
32 C 0.93 1.42 -1.11
33 C -0.30 1.68 -1.77
34 Cl -1.68 1.29 -0.76
35 C -0.45 2.18 -3.02
36 Cl -1.97 2.40 -3.73
37 C 0.75 2.52 -3.72
38 Cl 0.66 3.13 -5.26
39 C 2.03 2.36 -3.08
40 Cl 3.42 2.84 -3.90
41 N 1.49 3.88 0.62
42 C 0.42 3.63 1.40
43 N -0.29 4.65 1.82
44 C -1.31 4.39 2.64
45 N -2.10 5.37 3.02
46 N -1.58 3.14 3.14
47 C -0.85 2.19 2.65
48 N 0.12 2.33 1.71
49 C -1.03 0.81 3.17
50 C -1.60 0.56 4.40
51 C -1.60 -0.74 4.88
52 C -1.04 -1.75 4.11
53 C -0.50 -1.42 2.87
54 N -0.51 -0.17 2.41
55 H 1.75 4.85 0.51
56 H 2.21 3.18 0.52
57 H -1.92 6.31 2.71
58 H -2.84 5.19 3.68
59 H -2.01 1.38 4.97
60 H -2.03 -0.97 5.84
61 H -1.01 -2.77 4.45
62 H -0.07 -2.18 2.23

Computed properties:
HOMO-LUMO gap (spin up / spin down) in eV: 8.68 / 5.32
Relative energy (zero: lowest compared OMol25 entry of this formula, charge and spin) in kcal/mol: 1.09
Total charge: +3
Spin multiplicity: 2
Lowest unoccupied orbital energy (spin up / spin down) in Ha: -0.318 / -0.441

Charges per atom according to Löwdin partitioning, unit e: 1.32 -0.03 -0.19 -0.12 0.04 -0.09 -0.08 -0.17 0.10 -0.19 0.09 -0.13 -0.19 -0.03 0.03 -0.09 -0.10 0.12 0.15 0.15 0.14 0.10 0.13 0.13 0.15 0.15 0.12 0.14 0.12 0.83 -0.66 -0.30 -0.63 0.84 -0.69 0.85 -0.63 0.94 -0.68 0.84 0.20 -0.42 0.21 -0.38 0.24 0.22 -0.29 -0.02 -0.19 0.05 0.02 0.00 -0.08 -0.05 0.14 0.05 0.14 0.14 0.13 0.14 0.13 0.12